Record 1
DFT (ωB97M-V/def2-TZVPD) results for a cluster of 3 separate species, C13H27F3I2N6O3P in total.

Values from the calculation:
Net charge   +1
LUMO level   -0.182 hartree
F_max   4.16 eV Å⁻¹
E_tot   -2301.8408 a.u.
ΔE to the lowest compared entry with this formula, charge and spin   0.0 kJ/mol

```
55
C13H27F3I2N6O3P (ωB97M-V/def2-TZVPD)
C -0.575 0.220 1.778
C 0.788 -2.469 -4.040
H -3.616 -2.403 2.665
F -5.506 -0.417 3.500
H -1.478 1.447 3.236
C -0.951 -3.426 2.358
H -1.154 -4.404 4.427
F -3.996 1.049 2.751
H 1.715 -2.436 -3.468
H 2.316 5.161 -4.592
H 3.721 5.499 -1.684
O -1.032 -0.950 -1.328
H -0.545 -5.531 3.027
N 3.006 4.036 -2.980
C -2.623 -0.970 1.146
C -3.753 -1.385 2.175
H -1.610 -2.291 -4.882
I -0.259 -1.510 4.655
O 2.911 2.052 0.958
N 2.605 1.130 3.519
C -0.901 -2.032 2.617
H 2.193 1.481 4.389
H 0.914 -1.892 -4.959
H 4.205 3.840 -1.264
H -1.203 2.171 1.677
C -4.120 -0.247 3.250
N -0.314 -1.913 -3.277
I -1.540 -4.257 0.455
H 0.584 -4.273 3.680
H 1.231 -0.573 1.804
H 0.889 -1.509 -1.661
H 2.530 4.369 -0.984
H 4.412 2.532 -3.015
C 3.614 2.998 -3.616
H 1.133 4.039 -3.893
N -1.122 1.338 2.281
H -1.976 -0.834 -3.921
C -0.527 -4.487 3.492
C -0.149 -1.430 -2.021
N 0.833 0.287 1.365
F -3.504 -0.432 4.488
H 2.746 0.112 3.538
C 1.935 4.742 -3.658
C -1.634 -1.871 -3.878
P 1.685 1.662 2.113
H -4.716 -1.491 1.563
H -2.814 0.102 0.789
N -1.214 -1.043 1.592
H 1.548 5.543 -3.028
O 3.336 2.597 -4.729
H 3.140 1.168 0.581
H -2.777 -1.608 0.208
H 0.559 -3.507 -4.292
C 3.392 4.457 -1.649
H -2.329 -2.442 -3.257
```

Record 2
DFT (ωB97M-V/def2-TZVPD) results for a cluster of 6 separate species, H12O6 in total.

Values from the calculation:
LUMO level   -0.001 hartree
F_max   4.72 eV Å⁻¹
SMILES string   O.O.O.O.O.O
E_tot   -458.5702 a.u.
ΔE to the lowest compared entry with this formula, charge and spin   268.5 kJ/mol

```
18
H12O6 (ωB97M-V/def2-TZVPD)
H 0.253 -0.515 -0.481
H 2.492 -1.034 -0.679
O -3.462 1.642 0.627
O 2.919 -0.305 -1.193
O 0.067 -0.609 0.480
H 0.003 -0.812 -2.539
H 1.309 0.171 -1.768
H -0.193 0.171 0.949
H -3.350 1.608 1.638
H 3.288 -0.686 -1.918
H 1.176 1.844 0.735
H -2.636 1.574 0.009
O 0.336 0.094 -2.024
H -0.174 2.279 1.429
H -0.450 -1.846 1.521
O 0.334 2.252 0.619
H -1.019 -3.057 0.856
O -0.893 -2.772 1.739
```

Record 3
DFT (ωB97M-V/def2-TZVPD) results for a structure of composition C38H36BN12Sc.

Values from the calculation:
Net charge   +2
LUMO level   -0.219 hartree
F_max   0.77 eV Å⁻¹
E_tot   -2912.2175 a.u.

```
88
C38H36BN12Sc (ωB97M-V/def2-TZVPD)
H -0.187 1.161 -2.723
C -1.956 1.497 -3.869
H 1.469 -5.063 -0.667
N 1.119 1.111 2.577
C 4.423 0.010 -0.483
H 5.396 -0.246 -0.880
H -0.818 -2.044 5.384
C -3.024 -2.827 2.315
H 4.575 -2.724 -1.475
C 1.744 -1.347 -2.718
N 2.824 0.979 0.697
C -2.357 -3.280 4.575
C 2.223 -3.420 -3.820
C -0.241 3.223 -0.997
H 0.116 0.002 5.456
H -5.846 -2.040 -2.338
H 4.950 2.846 1.109
H 4.009 -4.424 -3.172
H -3.950 4.221 -3.574
H 1.964 1.877 5.743
H 3.090 4.829 1.097
H 1.917 3.096 4.465
H 1.717 -2.751 0.167
C 0.813 -3.063 -0.336
C 0.311 4.429 -0.600
C -1.049 1.791 -2.862
C 0.300 0.208 4.411
H 6.125 1.534 0.999
N -0.138 -2.139 -0.484
H -0.628 -5.677 -1.884
H 1.147 -0.452 -2.644
H -2.449 -3.863 5.485
N -3.530 -1.790 -1.542
H 2.728 2.634 2.223
C 2.032 5.048 1.250
N -2.034 -0.201 -0.640
H -2.344 4.722 -1.768
C -1.441 -2.240 4.519
H 5.007 1.609 2.365
C -0.492 -4.680 -1.484
C 2.109 2.042 4.678
C -0.311 -0.382 3.315
H 1.977 -4.168 -4.565
N -5.692 -1.143 -1.913
C -3.137 3.533 -3.371
H -2.430 -3.943 -2.117
C 1.190 1.145 3.911
H 1.848 6.072 0.939
H -2.044 -1.176 1.396
H 1.825 4.968 2.318
C 1.164 4.127 0.457
H -3.647 -3.042 1.450
C 4.150 0.943 0.513
C 2.876 -1.486 -1.917
Sc 0.095 0.071 0.016
H -3.866 -4.393 3.524
C -1.285 -2.471 -1.103
H 0.149 5.400 -1.047
C 5.108 1.783 1.292
H -6.445 -0.482 -1.838
C -3.009 2.367 -4.118
C -3.105 0.641 -0.463
H -3.692 2.422 0.242
C -1.493 -3.727 -1.625
C 3.367 -3.559 -3.042
C -1.185 2.942 -2.091
H -3.716 2.149 -4.909
C 1.409 -2.305 -3.660
N 2.223 0.104 -0.168
N 1.099 2.811 0.679
N 0.227 2.237 -0.206
N 0.182 0.176 2.181
C -2.229 3.820 -2.362
C 3.193 -0.484 -0.885
C -3.150 -3.580 3.474
H 0.534 -2.174 -4.286
C -1.301 -1.480 3.359
C -2.361 -1.427 -1.125
N -2.903 1.801 0.163
C 3.694 -2.597 -2.096
N -4.335 0.360 -0.862
H 3.155 1.838 4.440
C -2.107 -1.789 2.271
C 0.672 -4.348 -0.813
H -1.985 2.137 0.391
H -1.828 0.609 -4.478
C -4.497 -0.832 -1.430
B 1.992 1.936 1.600
```

Record 4
DFT (ωB97M-V/def2-TZVPD) results for a cluster of 5 separate species, C27H60N5O13 in total.

Values from the calculation:
Net charge   +1
LUMO level   -0.189 hartree
F_max   12.26 eV Å⁻¹
E_tot   -2315.8160 a.u.

```
105
C27H60N5O13 (ωB97M-V/def2-TZVPD)
H 4.208 -4.504 5.003
H -6.924 5.362 -3.196
C -8.782 -0.568 -6.623
C 1.110 5.965 -1.841
C -0.012 5.221 1.438
C 9.439 -4.043 7.872
C -5.806 1.081 -5.628
C 1.742 2.668 -2.854
O 7.547 -7.247 7.043
H -7.561 -3.746 -6.886
H 7.370 -6.329 5.191
H 4.680 -0.500 4.330
H -7.545 0.609 -9.479
H 3.452 0.639 2.376
H -1.045 5.162 1.817
H 0.985 1.517 0.765
O 5.839 -4.850 6.224
C -4.873 2.670 -2.482
H -8.648 -1.641 -6.736
C 8.142 -6.681 5.872
N -7.043 3.280 -2.017
O -9.787 1.822 -3.301
O 2.845 -1.266 3.642
C 2.916 5.038 -0.478
N -3.634 2.090 -2.592
H 4.520 -2.290 4.286
H -0.744 0.491 1.309
O 1.788 3.104 -1.503
C 2.613 1.302 2.181
H -0.719 -1.134 2.003
H 5.104 -5.084 8.102
H 2.340 5.004 0.444
N -4.919 4.034 -3.173
H -0.068 6.925 -0.291
C 1.725 0.763 1.048
H 6.490 -6.989 8.747
C 4.255 -1.346 3.785
H 5.732 -4.919 4.184
H -0.544 -0.942 0.249
C 5.546 -5.712 7.316
C -7.413 0.028 -8.559
C -7.279 -3.464 -7.906
H 3.922 5.349 -0.171
O -6.638 -2.198 -7.848
H 3.066 2.232 1.819
C -6.900 -1.361 -8.972
H 0.967 6.841 -2.488
H 2.915 -0.126 5.401
H -3.372 1.318 -3.263
N -6.155 2.234 -1.807
C -6.381 4.383 -2.854
H 0.481 0.205 3.554
C -0.295 -0.502 1.216
H 1.044 5.110 -2.509
H 8.615 -7.522 5.352
H -4.993 1.063 -6.361
H 9.605 -5.306 5.104
O -8.677 0.082 -7.893
H -5.363 1.157 -4.623
H -5.945 -1.232 -9.495
C 6.815 -6.367 7.901
H 2.457 3.197 -3.492
H -9.830 -0.445 -6.318
H -6.665 0.574 -7.989
H 10.067 -6.045 6.642
H 7.479 -5.626 8.338
H 3.758 3.675 -1.939
H 4.698 -1.354 2.784
O 8.720 -4.440 6.713
H 4.809 -6.198 4.979
H 1.556 -1.239 5.210
H -7.602 -1.823 -9.672
H -6.583 -4.211 -8.290
O 1.116 -0.483 1.383
O -6.524 -0.139 -5.737
H 0.401 6.214 1.626
H -2.861 2.511 -1.994
H -0.986 5.880 -1.381
H -8.123 -0.610 -4.579
H 3.454 2.961 -0.350
C 3.049 3.642 -1.108
H 10.162 -3.269 7.609
H -6.421 1.960 -5.835
H 8.723 -3.620 8.584
C 2.206 -0.531 4.678
O 2.437 6.089 -1.322
H 9.942 -4.881 8.364
H -8.206 1.019 -5.259
C -7.915 -0.009 -5.475
H 0.738 2.872 -3.240
C 9.229 -5.615 6.086
H -8.191 -3.448 -8.510
H 0.849 1.089 4.998
H 4.817 -6.481 7.058
H 0.596 4.496 1.989
C -9.074 2.670 -2.557
H -6.302 1.332 -1.296
O 1.964 1.650 3.407
H 1.917 1.592 -2.899
H 2.359 0.575 0.174
N -8.350 3.307 -1.549
C 1.314 0.601 4.129
C 5.100 -5.148 5.048
O 0.009 4.859 0.065
C -0.046 5.971 -0.820
```

Record 5
DFT (ωB97M-V/def2-TZVPD) results for a structure of composition C3H12KN6O3.

Values from the calculation:
Net charge   +1
LUMO level   -0.097 hartree
F_max   4.97 eV Å⁻¹
E_tot   -1275.6817 a.u.
ΔE to the lowest compared entry with this formula, charge and spin   73.7 kJ/mol

```
25
C3H12KN6O3 (ωB97M-V/def2-TZVPD)
H 10.593 5.487 4.413
H 9.756 3.999 3.851
H 4.247 6.729 5.268
H 11.677 8.454 6.247
H 4.411 6.268 6.857
O 6.011 8.228 7.389
C 11.815 6.482 6.908
H 5.806 8.002 4.376
H 12.792 5.192 5.718
H 6.752 5.227 5.467
H 6.424 9.339 5.154
N 9.744 4.927 4.376
N 4.860 6.682 6.046
O 8.750 6.428 5.750
N 7.506 4.634 5.107
K 8.462 7.406 8.116
H 13.048 7.605 5.971
H 7.237 4.175 4.272
N 5.746 8.596 5.169
H 12.338 4.519 7.145
O 10.950 6.547 7.727
C 5.536 7.909 6.296
C 8.667 5.390 5.112
N 12.124 7.553 6.042
N 12.647 5.396 6.718
```

Record 6
DFT (ωB97M-V/def2-TZVPD) results for a structure of composition C14H14FeN2O3.

Values from the calculation:
LUMO level (spin up / spin down)   -0.009 / -0.126 hartree
F_max   6.06 eV Å⁻¹
Multiplicity   5
E_tot   -2140.5526 a.u.
ΔE to the lowest compared entry with this formula, charge and spin   160.2 kJ/mol
<S²>   6.17

```
34
C14H14FeN2O3 (ωB97M-V/def2-TZVPD)
C 0.056 -0.037 -0.931
C 1.535 3.006 -2.360
H -1.806 -2.015 3.338
H 1.565 3.325 0.999
N -1.594 -1.878 1.174
H 3.287 3.598 -1.076
C 1.333 3.137 -0.047
C 1.827 0.544 -2.731
H 1.931 3.139 -3.362
C 3.217 0.983 -0.686
O -5.136 -4.560 2.612
C 0.159 2.757 -2.010
H -0.875 2.746 -0.008
H 2.003 -1.512 0.181
C 0.528 0.023 0.401
H -3.942 -3.646 4.018
C 1.469 -0.986 0.986
C -4.200 -3.842 2.944
C -2.360 -2.455 0.180
C -2.143 -2.277 2.341
C 0.045 2.825 -0.584
Fe 1.420 1.430 -1.156
H 0.023 0.639 1.153
N -3.378 -3.213 0.678
C -3.270 -3.127 2.042
H -0.943 0.357 -1.161
H -2.172 -2.318 -0.872
C 2.262 3.244 -1.142
H -0.658 2.622 -2.716
O 4.271 0.753 -0.258
H 0.316 -0.935 -1.504
H 2.207 -0.478 1.628
O 2.060 -0.095 -3.670
H 0.967 -1.754 1.601
```

Record 7
DFT (ωB97M-V/def2-TZVPD) results for an isolated molecule of C5H10N.

Values from the calculation:
LUMO level (spin up / spin down)   0.042 / 0.037 hartree
F_max   2.46 eV Å⁻¹
Multiplicity   2
E_tot   -251.1690 a.u.
ΔE to the lowest compared entry with this formula, charge and spin   6.7 kJ/mol
<S²>   0.76

```
16
C5H10N (ωB97M-V/def2-TZVPD)
C 1.325 0.816 1.228
H 2.364 0.487 1.259
H -1.214 1.430 1.153
N 0.852 -0.966 -0.165
H -1.701 -0.243 0.858
C -1.056 0.573 0.501
H 1.838 -1.053 -0.334
C 0.059 -1.717 -0.985
H 0.384 -2.421 -1.731
H -1.520 0.299 -1.673
H -0.372 1.512 -1.262
C 0.362 0.087 0.630
H -0.999 -1.638 -0.795
C -1.317 1.077 -0.951
H -1.996 1.927 -0.917
H 1.125 1.491 2.055
```

Record 8
DFT (ωB97M-V/def2-TZVPD) results for a cluster of 2 separate species, C9H14O in total.

Values from the calculation:
LUMO level   0.030 hartree
F_max   1.65 eV Å⁻¹
SMILES string   Cc1ccc(O)cc1.CC
E_tot   -426.5604 a.u.
ΔE to the lowest compared entry with this formula, charge and spin   32.4 kJ/mol

```
24
C9H14O (ωB97M-V/def2-TZVPD)
C -0.299 1.916 -0.171
C 1.303 0.312 -0.975
C -0.862 -2.731 1.176
H -1.496 -2.443 -0.911
C 0.258 1.203 -1.215
H -0.340 2.189 1.972
H -1.265 -3.734 1.296
H 1.460 1.304 3.276
H -2.616 -1.914 0.283
C 1.874 0.291 0.288
H 1.850 -0.061 -1.839
C -0.225 1.398 -2.627
H 2.765 -0.260 0.577
H 0.216 -2.779 0.992
H 0.527 1.840 -3.293
C 0.187 1.773 1.125
C 1.246 0.919 1.350
O 1.836 0.772 2.566
H -1.052 2.670 -0.348
C -1.545 -1.946 0.058
H -0.484 0.454 -3.099
H -1.136 1.987 -2.704
H -0.989 -2.251 2.148
H -1.214 -0.910 0.074
```

Record 9
DFT (ωB97M-V/def2-TZVPD) results for a cluster of 2 separate species, C14H22ClN3OPS in total.

Values from the calculation:
Net charge   +1
LUMO level   -0.158 hartree
F_max   1.15 eV Å⁻¹
E_tot   -1985.6790 a.u.

```
43
C14H22ClN3OPS (ωB97M-V/def2-TZVPD)
N 3.415 2.001 -0.268
C 0.495 -1.372 -2.009
H 2.680 1.911 3.011
H 1.487 -1.301 -2.443
C -1.975 -0.293 -0.608
C 0.220 -0.746 1.859
C -3.980 -1.577 -0.927
C -1.054 0.109 1.634
H 0.642 -1.364 -0.927
H 0.256 -1.619 1.213
H -1.512 0.299 2.600
H 3.164 1.550 -3.483
H 3.370 1.728 0.695
P -3.122 -1.548 3.113
C 3.770 3.242 -0.724
H 2.843 0.157 -1.180
H -4.807 -2.426 0.837
H 1.344 0.877 0.952
C -2.949 -0.825 -1.444
S 1.752 0.988 3.303
H -0.780 1.078 1.244
H 4.034 4.030 -0.040
H 2.348 -0.450 1.482
C -3.040 -1.273 1.255
C 3.710 3.219 -2.091
C -0.875 0.528 -1.273
H 0.179 -1.114 2.882
H -4.734 -1.960 -1.597
H 3.933 4.046 -2.743
H -1.460 -2.818 2.453
H 0.110 0.370 -3.037
H -2.896 -0.633 -2.502
N -2.044 -0.506 0.724
H -0.083 0.809 -0.582
C 1.455 0.120 1.724
H -1.362 1.403 -1.697
O -1.879 -2.589 3.290
C -4.013 -1.818 0.441
C 3.134 1.183 -1.332
N -0.359 -0.246 -2.391
C 3.306 1.912 -2.478
Cl -4.767 -2.750 3.314
H 0.044 -2.333 -2.247
```

Repeat the eighth record exactly.
DFT (ωB97M-V/def2-TZVPD) results for a cluster of 2 separate species, C9H14O in total.

Values from the calculation:
LUMO level   0.030 hartree
F_max   1.65 eV Å⁻¹
SMILES string   Cc1ccc(O)cc1.CC
E_tot   -426.5604 a.u.
ΔE to the lowest compared entry with this formula, charge and spin   32.4 kJ/mol

```
24
C9H14O (ωB97M-V/def2-TZVPD)
C -0.299 1.916 -0.171
C 1.303 0.312 -0.975
C -0.862 -2.731 1.176
H -1.496 -2.443 -0.911
C 0.258 1.203 -1.215
H -0.340 2.189 1.972
H -1.265 -3.734 1.296
H 1.460 1.304 3.276
H -2.616 -1.914 0.283
C 1.874 0.291 0.288
H 1.850 -0.061 -1.839
C -0.225 1.398 -2.627
H 2.765 -0.260 0.577
H 0.216 -2.779 0.992
H 0.527 1.840 -3.293
C 0.187 1.773 1.125
C 1.246 0.919 1.350
O 1.836 0.772 2.566
H -1.052 2.670 -0.348
C -1.545 -1.946 0.058
H -0.484 0.454 -3.099
H -1.136 1.987 -2.704
H -0.989 -2.251 2.148
H -1.214 -0.910 0.074
```

Question: Which value of F_max does entry 6 give?
Answer: 6.06 eV Å⁻¹